An isolated ion of composition C5H8N and charge +1 at a distorted geometry. Source: OMol25; level of theory: wB97M-V/def2-TZVPD.

```
14
Properties=species:S:1:pos:R:3:lowdin_charge:R:1
C 1.34 0.65 0.62 0.07
C 2.35 1.11 1.30 0.07
C 0.15 -1.45 -0.50 0.04
C 0.22 -0.16 0.35 -0.24
C -0.60 -0.35 -0.99 -0.21
N -2.13 -0.26 -0.68 0.23
H 2.91 2.03 1.08 0.10
H 2.97 0.48 1.96 0.11
H 1.11 -1.73 -0.97 0.11
H -0.41 -0.15 1.15 0.10
H -0.47 0.19 -1.87 0.13
H -2.19 -0.80 0.20 0.17
H -2.92 -0.29 -1.27 0.15
H -2.33 0.71 -0.37 0.17
```

Properties
**HOMO energy (spin up / spin down)**: -12.05 / -12.96 eV
**Charge**: +1
**Energy above the lowest of the compared OMol25 structures with the same formula, charge and spin**: 654.11 kJ/mol
**E_LUMO (spin up / spin down)**: -5.52 / -4.78 eV

---

C17H20Cl5N2S2SiSn as an isolated structure. Source: OMol25; level of theory: wB97M-V/def2-TZVPD.

```
48
Properties=species:S:1:pos:R:3:lowdin_charge:R:1
Sn -0.77 0.40 0.44 0.65
C -0.97 -2.65 0.54 -0.06
N 0.00 -1.62 0.98 -0.28
C 1.34 -1.87 0.34 -0.13
C 1.38 -1.39 -1.10 -0.15
N 1.31 0.08 -1.19 -0.23
C 2.59 0.69 -0.77 -0.09
C 0.94 0.49 -2.53 -0.27
C 1.89 0.79 -3.50 -0.01
C 1.50 1.17 -4.78 -0.06
C 0.16 1.26 -5.10 -0.06
C -0.80 0.97 -4.14 -0.11
C -0.42 0.58 -2.86 -0.56
S -1.73 0.22 -1.74 0.63
C 0.13 -1.52 2.44 -0.31
C -0.09 -2.62 3.26 -0.03
C 0.01 -2.49 4.63 -0.05
C 0.33 -1.27 5.20 -0.05
C 0.55 -0.17 4.38 -0.09
C 0.47 -0.28 3.00 -0.59
S 0.87 1.16 2.02 0.66
H -0.59 -3.65 0.74 0.10
H -1.14 -2.55 -0.53 0.08
H -1.91 -2.51 1.07 0.06
H 1.54 -2.94 0.39 0.15
H 2.09 -1.36 0.94 0.12
H 0.55 -1.81 -1.67 0.12
H 2.30 -1.75 -1.57 0.15
H 3.43 0.28 -1.34 0.09
H 2.76 0.51 0.28 0.03
H 2.55 1.77 -0.93 0.11
H 2.94 0.73 -3.28 0.11
H 2.26 1.40 -5.52 0.11
H -0.15 1.56 -6.09 0.11
H -1.85 1.06 -4.38 0.11
H -0.36 -3.57 2.83 0.12
H -0.17 -3.35 5.26 0.12
H 0.39 -1.16 6.27 0.12
H 0.79 0.80 4.82 0.11
Cl -3.02 3.63 -2.18 0.55
C -2.09 4.61 -1.05 -0.95
Cl -1.16 3.65 0.14 0.50
H -2.77 5.23 -0.49 0.03
H -1.37 5.20 -1.61 0.03
Cl -2.83 2.08 3.12 0.30
Si -2.98 0.53 1.82 -0.81
Cl -4.51 0.86 0.51 0.30
Cl -3.41 -1.15 2.90 0.33
```

Properties
**HOMO energy**: -11.45 eV
**Charge**: +1
**Energy above the lowest of the compared OMol25 structures with the same formula, charge and spin**: 26.06 kJ/mol
**E_LUMO**: -3.55 eV

---

A 3-piece molecular cluster, C20H50N3O9P2 overall at a distorted geometry. Source: OMol25; level of theory: wB97M-V/def2-TZVPD.

```
84
Properties=species:S:1:pos:R:3:lowdin_charge:R:1
C -2.12 0.64 0.59 -0.10
C -2.19 -0.72 -0.37 -0.23
O -1.13 -0.72 -1.42 -0.20
C -0.14 -1.76 -1.07 -0.25
C 1.14 -1.88 -2.08 -0.15
C 0.91 -2.80 -3.41 -0.20
C 0.02 -4.16 -3.17 -0.19
C 0.77 -5.34 -2.30 -0.19
N 0.37 -5.39 -0.84 0.04
C 1.47 -4.89 0.08 -0.21
N 2.78 -5.67 0.06 0.10
N 1.38 -3.84 0.95 0.19
H -2.85 0.44 1.51 0.09
H -1.04 0.76 1.03 0.08
H -2.51 1.60 0.03 0.09
H -2.10 -1.63 0.37 0.11
H -3.28 -0.81 -0.85 0.14
H -0.72 -2.76 -0.88 0.08
H 0.30 -1.44 -0.01 0.12
H 1.34 -0.77 -2.48 0.13
H 2.15 -2.17 -1.52 0.11
H 0.47 -2.21 -4.34 0.13
H 1.99 -3.16 -3.76 0.12
H -0.18 -4.62 -4.25 0.13
H -1.06 -3.90 -2.74 0.12
H 0.41 -6.37 -2.78 0.14
H 1.93 -5.30 -2.49 0.13
H -0.55 -4.93 -0.66 0.12
H 3.43 -5.27 -0.66 0.10
H 2.56 -6.66 -0.29 0.12
H 0.45 -3.43 1.27 0.15
H 2.23 -3.40 1.42 0.17
O 4.18 2.18 -5.78 -0.24
P 5.14 2.59 -4.64 0.73
O 5.38 1.05 -4.09 -0.24
C 6.07 0.12 -4.91 -0.31
C 7.56 0.41 -4.92 -0.08
O 3.95 3.01 -3.56 -0.23
C 2.66 3.39 -4.03 -0.30
C 1.73 2.19 -4.10 -0.08
O 6.22 3.06 -3.36 -0.19
C 7.44 3.69 -3.71 -0.31
C 7.35 4.59 -4.93 -0.09
H 5.66 0.13 -5.92 0.11
H 5.90 -0.87 -4.49 0.11
H 7.76 1.34 -5.46 0.07
H 8.10 -0.39 -5.43 0.08
H 7.95 0.51 -3.90 0.08
H 2.73 3.90 -5.00 0.11
H 2.25 4.12 -3.32 0.12
H 2.19 1.34 -4.63 0.07
H 0.80 2.44 -4.60 0.08
H 1.50 1.83 -3.09 0.07
H 8.21 2.93 -3.84 0.10
H 7.73 4.29 -2.84 0.12
H 7.11 4.02 -5.82 0.07
H 8.31 5.09 -5.10 0.09
H 6.58 5.35 -4.80 0.09
O -4.47 1.35 7.18 -0.24
P -5.38 1.40 5.93 0.73
O -5.66 -0.24 5.89 -0.24
C -6.41 -0.83 6.94 -0.30
C -7.89 -0.51 6.80 -0.08
O -4.14 1.41 4.82 -0.24
C -2.85 1.88 5.19 -0.31
C -1.97 0.74 5.68 -0.08
O -6.40 1.45 4.53 -0.20
C -7.60 2.19 4.60 -0.32
C -7.52 3.44 5.46 -0.09
H -6.03 -0.50 7.91 0.11
H -6.27 -1.91 6.87 0.12
H -8.07 0.55 7.00 0.06
H -8.47 -1.09 7.52 0.08
H -8.24 -0.73 5.79 0.08
H -2.93 2.68 5.93 0.11
H -2.39 2.33 4.30 0.11
H -2.48 0.12 6.43 0.07
H -1.04 1.12 6.11 0.08
H -1.73 0.07 4.85 0.07
H -8.41 1.54 4.94 0.10
H -7.85 2.49 3.57 0.12
H -7.32 3.18 6.51 0.07
H -8.46 3.99 5.42 0.09
H -6.71 4.09 5.12 0.09
```

Properties
**HOMO energy**: -11.13 eV
**Charge**: +1
**E_LUMO**: -4.26 eV

---

A 2-piece molecular cluster, N2O5S2 overall at a distorted geometry. Source: OMol25; level of theory: wB97M-V/def2-TZVPD.

```
9
Properties=species:S:1:pos:R:3:lowdin_charge:R:1
N 1.83 -0.38 -0.33 -0.50
N 3.03 -0.01 0.10 -0.62
O 3.31 1.13 0.44 -0.12
O -3.39 0.98 -0.88 -0.49
O 3.97 -0.84 -0.16 -0.14
O -3.07 0.06 1.44 -0.49
O -3.30 -1.39 -0.48 -0.49
S 0.45 0.54 -0.10 0.48
S -2.82 -0.08 -0.02 0.38
```

Properties
**HOMO energy (spin up / spin down)**: -0.64 / -1.05 eV
**Charge**: -2
**Spin multiplicity**: 3
**E_LUMO (spin up / spin down)**: 6.32 / 5.56 eV

---

One molecule with the formula CH2N2O3S at a distorted geometry. Source: OMol25; level of theory: wB97M-V/def2-TZVPD.

```
9
Properties=species:S:1:pos:R:3:lowdin_charge:R:1
C -0.62 0.38 -0.06 -0.40
N -1.86 0.63 -0.19 -0.02
N 0.07 -0.61 -0.51 0.25
O -2.84 -0.19 -2.21 -0.29
O -3.84 -1.42 -0.29 -0.25
O -1.58 -1.84 -0.85 -0.18
S -2.70 -0.75 -0.89 0.57
H -0.08 1.25 0.47 0.18
H 0.70 -1.36 -0.21 0.14
```

Properties
**HOMO energy (spin up / spin down)**: -10.75 / -10.72 eV
**Energy above the lowest of the compared OMol25 structures with the same formula, charge and spin**: 463.32 kJ/mol
**E_LUMO (spin up / spin down)**: -3.18 / -3.63 eV

---

C10H30BNPtSe4Si4 as an isolated structure at a distorted geometry. Source: OMol25; level of theory: wB97M-V/def2-TZVPD.

```
51
Properties=species:S:1:pos:R:3:lowdin_charge:R:1
Pt -0.11 -0.12 2.38 0.21
Se -0.42 1.58 4.52 0.10
Se 0.83 0.86 6.16 0.10
Se 0.91 -2.82 3.75 0.27
Se 1.99 -0.98 3.12 0.07
C -2.89 -0.76 -0.97 -0.22
Si -1.61 0.60 -1.23 0.48
C -2.00 2.30 -0.49 -0.22
C -1.16 0.76 -3.07 -0.21
Si 0.49 -0.19 0.14 0.32
Si 2.13 1.57 -0.13 0.38
C 1.64 3.00 1.01 -0.21
C 2.20 2.06 -1.96 -0.21
C 3.83 0.88 0.34 -0.23
Si 0.94 -2.44 -0.59 0.37
C 0.81 -2.44 -2.48 -0.22
C 2.71 -2.92 -0.10 -0.23
C -0.31 -3.60 0.23 -0.22
H -3.84 -0.33 -0.65 0.02
H -2.58 -1.44 -0.18 0.00
H -3.05 -1.34 -1.88 0.03
H -3.06 2.35 -0.22 0.02
H -1.78 3.11 -1.19 0.03
H -1.43 2.47 0.42 0.00
H -2.05 1.05 -3.64 0.03
H -0.79 -0.18 -3.48 0.00
H -0.40 1.52 -3.23 0.00
H 0.85 3.62 0.57 0.02
H 2.48 3.66 1.25 0.03
H 1.25 2.61 1.95 -0.02
H 1.29 2.55 -2.29 0.01
H 2.37 1.19 -2.60 0.03
H 3.03 2.76 -2.13 0.03
H 3.83 0.47 1.36 -0.02
H 4.60 1.65 0.30 0.03
H 4.13 0.07 -0.33 0.02
H 1.47 -1.70 -2.92 0.03
H -0.20 -2.23 -2.82 0.01
H 1.10 -3.42 -2.89 0.03
H 3.43 -2.20 -0.49 0.01
H 2.98 -3.91 -0.47 0.03
H 2.81 -2.93 0.99 -0.02
H -1.30 -3.54 -0.21 0.02
H -0.41 -3.33 1.28 -0.05
H 0.00 -4.65 0.21 0.03
B -4.63 0.93 2.12 -0.41
C -3.16 0.46 2.12 -0.22
N -2.04 0.18 2.03 -0.10
H -4.88 1.23 0.97 0.01
H -5.35 0.06 2.53 0.01
H -4.64 1.90 2.85 0.02
```

Properties
**HOMO energy (spin up / spin down)**: -7.99 / -7.94 eV
**Energy above the lowest of the compared OMol25 structures with the same formula, charge and spin**: 69.89 kJ/mol
**Spin multiplicity**: 5
**E_LUMO (spin up / spin down)**: -0.49 / -3.47 eV

---

A 4-piece molecular cluster, C27H69B2N2O13P3 overall at a distorted geometry. Source: OMol25; level of theory: wB97M-V/def2-TZVPD.

```
116
Properties=species:S:1:pos:R:3:lowdin_charge:R:1
C -3.35 -1.46 0.13 -0.12
C -2.98 -1.03 -1.42 -0.26
N -1.53 -0.64 -1.62 -0.01
B -0.59 -1.82 -1.60 -0.27
C 0.74 -1.69 -0.59 -0.11
C 0.57 -0.36 0.41 -0.21
C 1.94 -0.11 1.32 -0.22
C 2.24 -1.42 2.30 -0.21
C 3.52 -1.23 3.30 -0.29
N 3.95 0.20 3.53 -0.07
B -0.72 -3.21 -2.49 -0.29
O -0.18 -3.18 -3.89 -0.02
C -1.35 -4.64 -1.99 -0.18
C -2.89 -4.56 -1.43 -0.14
H -3.56 -0.53 0.84 0.09
H -2.56 -2.14 0.65 0.06
H -4.37 -2.08 0.11 0.09
H -3.62 -0.04 -1.64 0.13
H -3.38 -1.82 -2.22 0.11
H -1.40 -0.04 -2.47 0.12
H 1.65 -1.39 -1.31 0.13
H 0.97 -2.67 0.00 0.10
H -0.41 -0.44 1.08 0.10
H 0.44 0.65 -0.21 0.11
H 2.84 0.05 0.57 0.12
H 1.74 0.84 1.99 0.10
H 1.26 -1.58 2.95 0.11
H 2.44 -2.39 1.65 0.10
H 3.26 -1.73 4.34 0.11
H 4.44 -1.80 2.79 0.12
H 3.15 0.84 3.72 0.06
H 4.55 0.57 2.75 0.07
H 0.22 -4.12 -3.99 0.12
H -0.64 -5.17 -1.19 0.12
H -1.39 -5.37 -2.93 0.11
H -3.31 -5.68 -1.36 0.09
H -2.84 -4.16 -0.33 0.07
H -3.64 -3.98 -2.12 0.08
C 7.34 0.61 -3.86 -0.09
C 5.89 0.78 -3.47 -0.31
O 5.03 0.39 -4.53 -0.24
P 4.86 -1.23 -4.85 0.75
O 3.85 -1.48 -3.70 -0.23
O 3.69 -1.06 -6.03 -0.24
C 2.48 -1.79 -5.92 -0.31
C 1.39 -0.93 -5.30 -0.07
O 5.99 -0.94 -6.13 -0.22
C 6.52 -2.11 -6.74 -0.31
C 5.49 -2.81 -7.61 -0.08
H 7.59 -0.44 -3.98 0.06
H 8.00 1.03 -3.09 0.08
H 7.55 1.11 -4.81 0.08
H 5.65 0.20 -2.57 0.11
H 5.68 1.83 -3.26 0.12
H 2.63 -2.72 -5.35 0.10
H 2.17 -2.09 -6.93 0.12
H 1.72 -0.43 -4.38 0.07
H 0.50 -1.53 -5.07 0.05
H 1.10 -0.13 -5.99 0.08
H 6.91 -2.78 -5.97 0.11
H 7.36 -1.79 -7.36 0.12
H 4.74 -3.31 -6.99 0.07
H 5.97 -3.58 -8.23 0.08
H 4.97 -2.11 -8.26 0.09
C -8.72 -2.66 4.69 -0.09
C -7.55 -3.07 3.80 -0.31
O -6.44 -2.23 4.02 -0.24
P -5.57 -2.43 5.41 0.75
O -4.77 -3.65 4.90 -0.22
O -4.37 -1.33 5.04 -0.24
C -3.00 -1.72 5.10 -0.31
C -2.50 -2.11 3.72 -0.08
O -6.45 -1.06 5.99 -0.22
C -6.34 -0.79 7.38 -0.31
C -4.97 -0.25 7.74 -0.08
H -8.49 -2.85 5.74 0.06
H -9.62 -3.23 4.43 0.08
H -8.93 -1.59 4.59 0.08
H -7.28 -4.11 3.97 0.11
H -7.84 -2.96 2.75 0.12
H -2.86 -2.53 5.83 0.10
H -2.43 -0.87 5.47 0.12
H -3.16 -2.82 3.22 0.07
H -1.50 -2.56 3.79 0.08
H -2.43 -1.23 3.08 0.06
H -6.55 -1.71 7.94 0.11
H -7.10 -0.06 7.63 0.12
H -4.21 -1.03 7.68 0.07
H -4.96 0.13 8.77 0.08
H -4.67 0.56 7.06 0.09
C -1.62 5.68 2.36 -0.09
C -1.54 4.61 1.28 -0.31
O -0.75 5.05 0.19 -0.23
P 0.90 5.11 0.40 0.75
O 1.11 3.60 0.17 -0.23
O 1.26 5.53 -1.18 -0.24
C 2.20 4.76 -1.91 -0.31
C 1.49 3.74 -2.79 -0.07
O 0.65 6.81 0.65 -0.22
C 1.78 7.52 1.14 -0.31
C 2.87 7.68 0.10 -0.08
H -0.65 5.83 2.83 0.06
H -2.33 5.38 3.14 0.08
H -1.93 6.64 1.93 0.08
H -1.13 3.68 1.69 0.11
H -2.54 4.40 0.90 0.12
H 2.92 4.28 -1.24 0.10
H 2.77 5.44 -2.55 0.11
H 0.75 3.16 -2.23 0.07
H 2.21 3.04 -3.23 0.08
H 0.95 4.24 -3.60 0.08
H 2.16 7.01 2.03 0.11
H 1.42 8.50 1.45 0.12
H 3.37 6.72 -0.09 0.07
H 3.63 8.39 0.43 0.08
H 2.45 8.02 -0.86 0.09
```

Properties
**HOMO energy**: -8.05 eV
**SMILES string**: CCNB(CCCCCN)B(O)CC.CCOP(=O)(OCC)OCC.CCOP(=O)(OCC)OCC.CCOP(=O)(OCC)OCC
**E_LUMO**: -1.96 eV

---

A 2-piece molecular cluster, C5H14N2PS overall at a distorted geometry. Source: OMol25; level of theory: wB97M-V/def2-TZVPD.

```
23
Properties=species:S:1:pos:R:3:lowdin_charge:R:1
C 1.25 -0.28 -0.85 -0.20
C 0.78 -0.05 0.42 -0.32
C 2.50 -0.89 -1.37 -0.10
C 0.04 2.73 0.08 0.02
C -2.38 -1.53 0.65 -0.67
N -0.38 0.66 0.60 -0.33
N 1.36 2.62 -0.08 0.08
P -1.60 -0.04 1.46 0.87
S -2.91 -1.20 -1.10 0.67
H 0.60 -0.15 -1.79 0.14
H 1.56 -0.11 1.26 0.14
H 2.62 -0.33 -2.31 0.08
H 3.45 -0.88 -0.85 0.08
H 2.09 -1.90 -1.49 0.10
H -0.33 3.25 1.01 0.13
H -0.57 2.64 -0.79 0.09
H -1.42 -2.17 0.41 0.07
H -2.93 -2.27 1.21 0.04
H 1.79 1.94 -0.74 0.11
H 1.90 2.67 0.80 0.14
H -2.40 1.01 1.64 0.00
H -1.28 -0.51 2.77 0.03
H -3.83 -0.28 -0.92 -0.17
```

Properties
**HOMO energy**: -12.32 eV
**Charge**: +1
**Energy above the lowest of the compared OMol25 structures with the same formula, charge and spin**: 338.25 kJ/mol
**E_LUMO**: -3.39 eV

---

C56H44N8O2P2RuS as an isolated structure at a distorted geometry. Source: OMol25; level of theory: wB97M-V/def2-TZVPD.

```
114
Properties=species:S:1:pos:R:3:lowdin_charge:R:1
Ru 0.93 0.21 -0.56 1.11
O 3.45 1.85 -1.60 -0.39
S 3.14 0.55 -1.02 0.81
C 3.62 -0.73 -2.21 -0.33
C 4.47 -1.75 -1.81 -0.07
C 4.86 -2.73 -2.71 -0.03
C 4.39 -2.70 -4.01 -0.01
C 3.50 -1.71 -4.39 -0.08
C 3.06 -0.73 -3.49 -0.35
P 1.91 0.44 -4.33 1.16
C 0.67 -0.70 -5.02 -0.41
C 0.04 -0.38 -6.22 -0.07
C -0.93 -1.22 -6.74 -0.04
C -1.26 -2.39 -6.08 -0.04
C -0.64 -2.71 -4.88 -0.06
C 0.33 -1.88 -4.35 -0.12
C 0.95 1.58 -3.21 -0.32
C -0.06 0.93 -2.43 -0.23
C -0.81 2.54 -0.53 -0.33
C 0.28 4.30 -1.57 -0.20
C 1.18 4.03 -2.56 0.07
C 1.34 2.90 -3.38 -0.06
C 4.16 0.28 0.44 -0.36
C 5.53 0.48 0.41 -0.04
C 6.26 0.26 1.57 -0.01
C 5.63 -0.16 2.73 -0.01
C 4.25 -0.32 2.76 -0.06
C 3.50 -0.09 1.61 -0.36
P 1.68 -0.26 1.64 1.00
C 1.42 -1.90 2.38 -0.35
C 0.36 -2.15 3.24 -0.07
C 0.14 -3.43 3.71 -0.04
C 0.98 -4.46 3.34 -0.03
C 2.05 -4.22 2.48 -0.05
C 2.26 -2.95 1.98 -0.11
C 1.00 0.98 2.77 -0.37
C -0.40 1.09 2.71 -0.15
C -1.05 2.05 3.46 -0.05
C -0.31 2.92 4.25 -0.04
C 1.07 2.82 4.30 -0.05
C 1.73 1.86 3.55 -0.07
H 4.84 -1.76 -0.80 0.10
H 5.55 -3.50 -2.39 0.13
H 4.71 -3.43 -4.73 0.13
H 3.13 -1.70 -5.41 0.12
H 0.33 0.51 -6.75 0.11
H -1.41 -0.96 -7.67 0.12
H -1.98 -3.06 -6.51 0.12
H -0.90 -3.62 -4.37 0.11
H 0.83 -2.15 -3.42 0.08
H -0.41 0.01 -2.92 0.10
H -1.66 2.53 0.17 0.13
H 1.42 5.59 -0.32 0.17
H 2.01 4.72 -2.63 0.15
H 2.09 3.04 -4.16 0.11
H 6.01 0.79 -0.50 0.14
H 7.33 0.40 1.56 0.13
H 6.21 -0.34 3.62 0.13
H 3.76 -0.63 3.67 0.13
H -0.29 -1.34 3.56 0.10
H -0.69 -3.62 4.38 0.12
H 0.81 -5.46 3.71 0.12
H 2.71 -5.03 2.20 0.12
H 3.08 -2.76 1.31 0.10
H -0.95 0.42 2.05 0.09
H -2.12 2.14 3.42 0.11
H -0.82 3.68 4.83 0.12
H 1.64 3.51 4.91 0.12
H 2.81 1.79 3.59 0.11
C -2.77 -4.09 -0.34 -0.05
N -1.47 -3.47 -0.51 -0.08
C -1.14 -2.18 -0.50 -0.13
N 0.16 -2.05 -0.76 0.00
C 0.58 -3.33 -0.90 -0.19
N -0.38 -4.20 -0.75 0.16
C -3.50 -3.57 0.88 -0.20
C -3.71 -4.39 1.98 -0.01
C -4.39 -3.93 3.09 -0.03
C -4.83 -2.62 3.15 0.01
C -4.60 -1.77 2.06 -0.13
C -3.97 -2.26 0.91 0.01
C -4.92 -0.37 2.17 -0.26
N -5.61 0.21 3.12 0.12
N -5.53 1.50 2.96 0.12
C -4.79 1.74 1.91 -0.27
O -4.38 0.57 1.35 0.12
C -4.30 3.04 1.49 -0.13
C -4.43 4.12 2.37 0.01
C -3.83 5.32 2.07 -0.02
C -3.06 5.45 0.92 -0.01
C -2.95 4.40 0.01 -0.20
C -2.14 4.56 -1.26 -0.06
N -0.96 3.69 -1.40 0.03
C -0.87 1.27 -1.32 -0.13
N 0.34 2.64 0.34 0.08
C 0.91 3.77 0.50 -0.10
N 0.75 4.84 -0.35 0.18
C -3.61 3.21 0.28 0.00
H -2.59 -5.16 -0.24 0.14
H -3.36 -3.91 -1.24 0.15
H -1.82 -1.37 -0.31 0.10
H 1.60 -3.60 -1.12 0.12
H -3.35 -5.41 1.96 0.12
H -4.58 -4.59 3.92 0.12
H -5.34 -2.23 4.01 0.13
H -3.89 -1.62 0.05 0.11
H -5.01 3.99 3.27 0.13
H -3.93 6.16 2.74 0.12
H -2.55 6.38 0.72 0.12
H -1.82 5.60 -1.37 0.14
H -2.79 4.32 -2.11 0.15
H -1.83 0.76 -1.28 0.12
H 1.59 3.91 1.34 0.15
H -3.64 2.41 -0.44 0.13
```

Properties
**HOMO energy (spin up / spin down)**: -14.64 / -14.63 eV
**Charge**: +3
**Energy above the lowest of the compared OMol25 structures with the same formula, charge and spin**: 96.69 kJ/mol
**Spin multiplicity**: 6
**E_LUMO (spin up / spin down)**: -8.84 / -11.18 eV